{"formula": "C3H5N3", "method": "wB97M-V/def2-TZVPD", "homo_energy_ev": -9.890, "lumo_energy_ev": -0.798, "homo_lumo_gap_ev": 9.092, "symbols": ["C", "N", "C", "N", "N", "C", "H", "H", "H", "H", "H"], "positions_angstrom": [[-1.983175, -0.359981, 0.140676], [0.059015, 0.214818, -0.579363], [0.638747, 1.227664, 0.146337], [1.739862, 0.820694, 0.699915], [1.921529, -0.502188, 0.341383], [0.925141, -0.840162, -0.418397], [-1.655180, -1.396261, 0.364084], [-0.768520, 0.274316, -1.178215], [-1.846604, 0.159329, 1.110636], [0.206656, 2.215080, 0.234068], [0.762530, -1.813314, -0.861127]], "forces_ev_per_angstrom": [[0.084, -0.078, 0.199], [-0.049, -0.041, 0.092], [0.075, 0.024, 0.094], [-0.267, 0.164, -0.099], [-0.213, -0.147, -0.199], [0.105, -0.053, 0.058], [-0.033, 0.174, -0.017], [0.171, 0.017, -0.006], [0.001, -0.069, -0.152], [0.079, -0.148, -0.018], [0.046, 0.156, 0.049]]}

***

{"formula": "C26H27N6O3ReS", "method": "wB97M-V/def2-TZVPD", "homo_energy_ev": [-14.640, -14.355], "lumo_energy_ev": [-12.362, -12.180], "s_squared": 0.895, "spin_multiplicity": 2, "charge": 3, "homo_lumo_gap_ev": [2.278, 2.176], "symbols": ["Re", "O", "C", "O", "C", "C", "C", "C", "C", "C", "C", "C", "C", "N", "H", "H", "H", "H", "H", "H", "C", "N", "C", "S", "N", "C", "H", "H", "H", "H", "H", "H", "H", "H", "C", "C", "C", "C", "C", "N", "C", "O", "N", "C", "C", "C", "C", "N", "C", "C", "C", "H", "H", "H", "H", "H", "H", "H", "H", "H", "H", "H", "H", "H"], "positions_angstrom": [[-1.620398, 1.125895, -1.538630], [-0.556975, 1.971701, -5.322794], [-0.890156, 1.444613, -4.317616], [-1.211429, 2.127781, -3.188043], [-1.052706, -0.045890, -4.135347], [-0.810164, -0.952080, -5.147558], [-1.038693, -2.294027, -4.896924], [-1.546757, -2.711852, -3.653293], [-1.850143, -4.062761, -3.359809], [-2.413279, -4.397418, -2.160520], [-2.706952, -3.405413, -1.204185], [-2.392903, -2.092544, -1.444589], [-1.797708, -1.723117, -2.662262], [-1.491139, -0.402653, -2.914749], [-0.447699, -0.594680, -6.101816], [-0.848929, -3.029593, -5.669776], [-1.642373, -4.820994, -4.103816], [-2.655444, -5.429146, -1.945619], [-3.204325, -3.690335, -0.286666], [-2.661605, -1.317077, -0.725638], [-2.299152, 6.956697, -0.036257], [-2.478338, 5.501252, -0.009801], [-2.141377, 4.586126, -0.893345], [-2.386878, 2.931588, -0.268891], [-1.676156, 4.777829, -2.100041], [-1.584717, 6.027038, -2.867414], [-2.248200, 7.299420, 0.993818], [-3.146926, 7.454045, -0.507194], [-1.379237, 7.236937, -0.539690], [-2.928958, 5.153833, 0.825248], [-1.387161, 3.956030, -2.615655], [-2.333912, 6.743795, -2.550447], [-1.760263, 5.791283, -3.914146], [-0.589039, 6.460326, -2.778412], [2.971241, -5.775677, 3.572207], [2.871517, -4.300113, 3.711664], [1.648825, -3.636322, 3.536972], [1.534139, -2.272327, 3.688987], [2.663217, -1.502858, 4.030643], [2.633059, -0.125282, 4.239783], [1.558233, 0.756828, 4.258000], [1.450818, 1.629963, 5.068232], [0.603012, 0.609942, 3.227055], [0.837187, 0.422205, 1.887141], [2.093958, 0.104464, 1.342703], [2.223345, -0.019726, -0.030456], [1.139781, 0.193309, -0.854680], [-0.069191, 0.505131, -0.343834], [-0.221233, 0.587764, 1.000161], [3.894561, -2.160182, 4.201568], [3.991434, -3.520702, 4.045145], [2.246989, -6.168119, 2.859937], [2.745829, -6.251981, 4.534107], [3.975800, -6.098390, 3.304713], [0.765472, -4.219344, 3.308066], [0.565244, -1.805817, 3.610283], [3.405657, 0.242797, 4.779728], [-0.244964, 1.107331, 3.461816], [2.959588, -0.000885, 1.981079], [3.182198, -0.252889, -0.471219], [1.239879, 0.138553, -1.930280], [-1.208717, 0.826439, 1.376528], [4.776609, -1.582729, 4.453920], [4.946600, -4.007994, 4.191904]], "forces_ev_per_angstrom": [[1.608, 0.923, -0.552], [-0.045, 0.072, 0.272], [0.107, -0.846, -0.676], [-0.385, 0.079, 1.825], [0.107, 0.201, -0.322], [0.110, 0.336, 0.074], [-0.089, -0.183, 0.204], [0.080, 0.262, -0.015], [-0.017, -0.061, 0.011], [0.016, -0.125, -0.063], [-0.006, -0.006, -0.053], [0.096, 0.267, -0.179], [-0.224, -0.374, 0.194], [-0.620, 0.125, 0.551], [-0.020, 0.023, -0.006], [-0.013, -0.010, -0.006], [-0.005, 0.005, -0.010], [-0.013, 0.004, -0.003], [0.034, 0.035, 0.032], [0.011, -0.126, 0.063], [-0.003, 0.432, -0.016], [-0.086, -0.176, 0.095], [0.189, 0.273, -0.250], [-0.031, -1.253, -0.648], [-0.018, -0.009, -0.075], [0.078, 0.297, -0.145], [0.053, -0.074, 0.013], [0.000, -0.102, -0.034], [0.016, -0.093, 0.050], [-0.034, -0.053, -0.004], [-0.023, -0.102, 0.062], [-0.011, -0.079, -0.024], [-0.030, -0.077, 0.032], [-0.034, -0.002, 0.053], [-0.050, -0.435, 0.346], [-0.152, 0.628, -0.104], [0.428, -0.476, 0.032], [0.330, 0.631, 0.168], [-0.105, -1.114, -0.358], [-0.255, 1.024, 0.069], [1.076, -0.524, 0.317], [-0.270, 0.190, -0.121], [-0.438, -0.010, -0.388], [-0.107, -0.035, 0.283], [0.164, -0.168, -0.133], [-0.186, 0.053, 0.016], [0.394, -0.004, -0.444], [-0.724, 0.450, -0.271], [-0.095, 0.019, 0.339], [-0.209, 0.508, -0.138], [-0.279, -0.382, -0.080], [0.080, 0.009, -0.079], [0.012, 0.038, -0.063], [-0.030, 0.032, -0.123], [-0.012, 0.001, -0.020], [-0.103, -0.008, 0.009], [-0.109, -0.037, 0.215], [0.000, 0.010, 0.083], [-0.075, -0.039, -0.014], [-0.011, -0.027, -0.018], [-0.099, 0.011, -0.009], [0.014, 0.047, -0.022], [-0.009, 0.001, 0.063], [0.024, 0.023, -0.005]]}

***

{"formula": "C3H5N3", "method": "wB97M-V/def2-TZVPD", "homo_energy_ev": -8.958, "lumo_energy_ev": 0.726, "smiles": "Cc1c[nH]nn1", "homo_lumo_gap_ev": 9.684, "symbols": ["C", "C", "C", "N", "N", "N", "H", "H", "H", "H", "H"], "positions_angstrom": [[-1.730487, 0.078336, 0.043124], [-0.263411, -0.261497, 0.206920], [0.773584, 0.505412, -0.337473], [1.935231, -0.100024, -0.055613], [1.831510, -1.203031, 0.631920], [0.179785, -1.322670, 0.836678], [-1.993955, -0.069486, -1.008842], [-1.839976, 1.127764, 0.321947], [-2.441027, -0.500357, 0.646323], [0.732505, 1.416661, -0.897690], [2.816245, 0.328891, -0.387293]], "forces_ev_per_angstrom": [[0.278, 0.006, 0.048], [0.146, -0.090, -0.013], [-0.254, 0.313, -0.209], [-1.070, 0.111, 0.035], [-4.072, -0.145, 0.468], [5.084, 0.391, -0.707], [-0.084, 0.212, 0.151], [-0.243, -0.005, -0.228], [0.602, -0.062, -0.026], [0.040, 0.226, -0.143], [-0.427, -0.957, 0.625]]}

***

{"formula": "C13H23FNOsP", "method": "wB97M-V/def2-TZVPD", "homo_energy_ev": [-15.901, -16.440], "lumo_energy_ev": [-6.665, -11.274], "s_squared": 6.026, "spin_multiplicity": 5, "charge": 2, "homo_lumo_gap_ev": [9.236, 5.166], "symbols": ["C", "C", "C", "C", "C", "C", "C", "C", "N", "Os", "C", "P", "H", "H", "H", "H", "H", "H", "H", "H", "C", "C", "H", "C", "C", "H", "H", "H", "H", "H", "H", "H", "H", "H", "H", "H", "H", "H", "H", "F"], "positions_angstrom": [[3.553701, -0.472348, -1.122725], [2.876662, 0.691104, -1.512595], [1.715546, 1.129472, -0.858401], [1.247087, 0.361212, 0.219855], [1.924460, -0.795345, 0.645480], [3.079311, -1.206153, -0.023860], [1.042486, 2.410255, -1.275840], [-0.444420, 2.382956, -1.677286], [-1.237414, 1.288049, -1.062281], [-0.648406, 0.742130, 0.964683], [1.285526, -1.610038, 1.741676], [-0.569537, -1.362010, 1.622880], [3.240076, 1.293037, -2.354774], [3.543330, -2.130409, 0.339220], [4.443098, -0.826724, -1.656862], [1.553691, -1.287250, 2.764566], [1.467788, -2.690599, 1.646207], [1.147016, 3.162279, -0.476646], [1.563348, 2.793778, -2.165748], [-0.947348, 3.315750, -1.404502], [-1.313226, -2.070413, 3.126436], [-0.962151, -2.632590, 0.366329], [-0.531447, 2.262340, -2.765172], [-1.186299, 0.085111, -1.920780], [-2.649572, 1.717366, -0.906475], [-0.764278, 0.678726, 2.598356], [-1.608846, 0.343873, -2.902666], [-0.154045, -0.258095, -2.032447], [-1.779293, -0.693400, -1.436304], [-3.161930, 1.641903, -1.876733], [-3.113088, 1.071313, -0.152212], [-2.677513, 2.754708, -0.553487], [-0.711444, -3.617913, 0.774798], [-2.039629, -2.565239, 0.182054], [-0.424259, -2.484567, -0.575977], [-1.027810, -3.127324, 3.219719], [-0.993112, -1.497662, 4.008510], [-2.404146, -1.973981, 3.029270], [-1.733220, 0.490336, 2.199359], [-0.600693, 2.686363, 1.264374]], "forces_ev_per_angstrom": [[0.019, 0.532, -0.185], [-0.038, 0.170, -0.448], [0.945, 0.418, -0.919], [-1.160, -0.376, -0.129], [0.745, -0.357, 0.212], [-1.045, -0.334, 1.104], [0.408, 0.521, -0.385], [-0.049, -0.060, 0.062], [-0.482, -0.065, -0.052], [2.158, 3.684, -1.048], [-0.371, 0.085, 0.683], [1.794, -4.858, -0.251], [-0.039, -0.392, 0.343], [0.018, 0.323, -0.510], [-0.367, 0.319, 0.196], [0.260, -0.110, -0.454], [0.081, 0.314, 0.140], [0.098, -0.311, -0.092], [0.028, 0.025, 0.463], [0.477, -0.113, -0.034], [-0.192, 0.883, -0.004], [-0.472, 0.312, -0.201], [-0.003, -0.009, 0.210], [-0.033, -0.215, 0.007], [-0.454, 0.247, -0.003], [-1.008, 0.250, 0.697], [0.091, -0.244, 0.241], [-0.183, 0.085, -0.062], [-0.030, -0.027, -0.306], [-0.014, 0.028, 0.344], [-0.322, 0.107, -0.400], [-0.040, -0.362, 0.003], [-0.110, 0.197, 0.000], [0.108, -0.295, -0.114], [-0.044, 0.074, 0.256], [-0.030, 0.365, -0.090], [-0.085, -0.270, -0.147], [0.230, -0.192, 0.134], [-1.128, 0.485, 1.048], [0.242, -0.836, -0.308]]}

***

Respective energy relative to the best compared isomer or geometry (same formula, charge and spin) values: 5.224; 0.569; 2.600; 0.000 eV.